## 1
19
Properties=species:S:1:pos:R:3 method="wB97M-V/def2-TZVPD" multiplicity=2 total_charge=+1
C -0.29 -0.04 0.45
C -1.59 -0.49 -0.24
C -2.76 0.09 0.51
O -1.63 -0.05 -1.60
N 0.90 -0.28 -0.44
C 2.09 0.22 0.24
N 3.32 0.13 -0.41
H -0.30 1.05 0.60
H -0.30 -0.48 1.46
H -1.60 -1.59 -0.26
H -2.95 1.13 0.24
H -2.73 0.02 1.60
H -3.71 -0.42 0.29
H -0.77 0.26 -1.85
H 0.97 -1.29 -0.58
H 1.92 1.20 0.68
H 2.18 -0.43 1.15
H 3.81 1.03 -0.42
H 3.44 -0.07 -1.41

=====

## 2
19
Properties=species:S:1:pos:R:3 method="wB97M-V/def2-TZVPD" multiplicity=2 total_charge=+1
C 0.28 -1.79 1.12
O 1.06 -2.00 2.38
C 0.24 -0.35 0.69
C -0.40 -0.32 -0.79
C -0.41 0.97 -1.65
N 1.01 1.66 -1.82
N -0.61 0.59 1.43
H 0.85 -2.48 0.51
H -0.76 -2.02 1.17
H 1.37 -0.17 0.58
H -1.39 -0.79 -0.62
H 0.26 -0.99 -1.49
H -1.08 1.72 -1.25
H -0.86 0.86 -2.68
H 0.70 2.64 -2.20
H 1.20 2.06 -0.92
H 0.67 -1.49 3.11
H -1.65 0.39 1.43
H -0.49 1.53 1.03

=====

## 3
19
Properties=species:S:1:pos:R:3 method="wB97M-V/def2-TZVPD" multiplicity=2 total_charge=+1
N 0.24 -1.56 -0.77
C 0.20 -0.67 0.37
C -0.17 0.69 -0.34
C -1.34 0.48 -1.36
O -2.44 1.13 -0.81
C 1.54 -0.68 1.23
N 1.93 0.57 1.73
H 0.11 -2.54 -0.56
H 0.90 -1.44 -1.53
H -0.65 -0.77 1.02
H 0.63 1.19 -0.97
H -0.49 1.44 0.36
H -1.66 -0.52 -1.71
H -1.22 0.76 -2.50
H -2.70 1.89 -1.33
H 2.31 -1.29 0.71
H 1.26 -1.33 2.07
H 2.81 0.91 1.39
H 1.66 0.83 2.66

=====

Most stable structure - 1; separation to the second - 0.0084 hartree.

=====

## 1
90
Properties=species:S:1:pos:R:3 method="wB97M-V/def2-TZVPD" smiles=CCO.CCO.CCO.CCO.CCO.CCO.CCO.CCO.CCO.CCO total_charge=0
C 1.38 -8.84 1.53
C 2.21 -7.56 1.18
O 3.50 -7.82 1.62
H 1.25 -9.00 2.61
H 1.76 -9.75 1.08
H 0.38 -8.66 1.12
H 1.78 -6.74 1.75
H 2.20 -7.32 0.12
H 3.97 -8.41 1.04
C 0.89 3.33 7.03
C 0.13 3.82 5.79
O -1.20 3.45 5.88
H 1.93 3.64 7.03
H 0.90 2.24 7.05
H 0.40 3.71 7.94
H 0.54 3.41 4.87
H 0.20 4.90 5.76
H -1.61 3.50 5.01
C -0.24 0.72 -0.43
C 0.74 -0.30 0.12
O 2.04 0.01 -0.30
H -0.10 1.69 0.05
H -1.29 0.43 -0.30
H -0.01 0.81 -1.50
H 0.62 -1.32 -0.23
H 0.75 -0.36 1.21
H 2.63 -0.50 0.25
C 9.32 -2.26 -3.10
C 8.14 -1.31 -3.09
O 7.85 -1.01 -4.42
H 10.16 -1.70 -3.51
H 9.07 -3.12 -3.73
H 9.60 -2.57 -2.10
H 8.35 -0.33 -2.66
H 7.25 -1.68 -2.57
H 7.04 -0.48 -4.44
C -2.03 -3.19 5.51
C -2.43 -3.85 6.82
O -1.98 -5.23 6.81
H -2.01 -2.12 5.66
H -2.69 -3.46 4.68
H -1.00 -3.43 5.27
H -3.52 -3.88 6.87
H -1.98 -3.31 7.65
H -1.13 -5.24 7.25
C 5.71 -0.45 4.41
C 5.48 -1.94 4.39
O 5.56 -2.29 3.05
H 4.87 0.05 3.93
H 6.67 -0.16 3.98
H 5.69 -0.07 5.43
H 4.48 -2.21 4.72
H 6.27 -2.47 4.93
H 5.65 -3.25 3.02
C -6.21 5.72 2.63
C -6.72 4.31 2.56
O -5.62 3.48 2.22
H -5.14 5.72 2.83
H -6.68 6.18 3.50
H -6.35 6.34 1.74
H -7.56 4.15 1.88
H -6.96 4.00 3.58
H -5.89 2.56 2.22
C 3.66 4.59 -5.71
C 3.62 3.82 -4.39
O 3.63 2.44 -4.69
H 3.47 5.66 -5.63
H 2.86 4.20 -6.34
H 4.58 4.42 -6.26
H 2.80 4.17 -3.76
H 4.45 4.12 -3.75
H 3.45 2.05 -3.83
C -8.53 1.61 -3.59
C -9.50 0.39 -3.71
O -10.65 0.71 -4.46
H -8.03 1.90 -4.52
H -7.74 1.35 -2.89
H -9.08 2.48 -3.23
H -9.74 0.06 -2.70
H -8.97 -0.41 -4.22
H -11.08 -0.11 -4.73
C -2.71 1.15 -7.71
C -2.83 2.22 -8.82
O -3.65 1.85 -9.89
H -3.70 0.81 -7.42
H -2.21 1.46 -6.79
H -2.19 0.26 -8.08
H -1.90 2.57 -9.28
H -3.31 3.07 -8.33
H -3.70 2.59 -10.48

=====

## 2
90
Properties=species:S:1:pos:R:3 method="wB97M-V/def2-TZVPD" smiles=CCO.CCO.CCO.CCO.CCO.CCO.CCO.CCO.CCO.CCO total_charge=0
C -0.03 2.67 -1.86
C 0.04 1.29 -1.26
O -0.83 1.12 -0.17
H -1.00 2.72 -2.44
H 0.77 2.96 -2.48
H 0.00 3.44 -1.10
H 1.08 1.15 -0.88
H -0.16 0.57 -2.08
H -1.78 1.15 -0.47
C -5.57 0.84 1.67
C -6.28 1.09 0.38
O -6.27 2.46 -0.12
H -5.48 -0.26 1.88
H -6.21 1.40 2.33
H -4.60 1.28 1.60
H -7.37 0.82 0.33
H -5.86 0.53 -0.47
H -6.32 2.96 0.73
C 2.25 -5.13 -0.86
C 2.43 -3.66 -0.49
O 3.62 -3.45 0.26
H 2.27 -5.68 0.11
H 2.82 -5.42 -1.76
H 1.18 -5.19 -1.16
H 1.57 -3.30 0.14
H 2.35 -3.01 -1.36
H 4.00 -2.59 -0.10
C -2.90 4.37 3.20
C -2.23 3.72 1.93
O -1.52 2.58 2.34
H -2.13 4.82 3.94
H -3.54 3.73 3.81
H -3.49 5.20 2.90
H -1.56 4.61 1.52
H -2.93 3.55 1.05
H -1.22 2.00 1.57
C 4.25 1.06 -1.93
C 4.40 0.02 -0.90
O 3.14 -0.66 -0.64
H 3.89 0.75 -2.92
H 5.24 1.53 -2.05
H 3.57 1.89 -1.61
H 4.64 0.48 0.05
H 5.18 -0.71 -1.20
H 2.77 -0.41 0.16
C 0.77 -2.17 -5.01
C -0.27 -2.25 -3.96
O -0.18 -1.13 -3.13
H 0.62 -1.31 -5.68
H 0.78 -3.02 -5.68
H 1.79 -2.10 -4.48
H -0.28 -3.19 -3.38
H -1.20 -2.19 -4.42
H 0.07 -1.56 -2.30
C -1.20 -1.43 1.73
C -1.85 -1.87 0.45
O -3.13 -1.24 0.38
H -1.25 -0.35 1.94
H -0.07 -1.69 1.68
H -1.60 -1.91 2.59
H -1.89 -2.95 0.44
H -1.22 -1.67 -0.39
H -3.27 -0.99 -0.57
C 2.70 2.12 3.47
C 1.69 1.47 2.53
O 2.24 0.25 1.93
H 3.50 2.53 2.89
H 3.10 1.31 4.08
H 2.25 2.88 4.10
H 1.33 2.05 1.70
H 0.79 1.24 3.08
H 2.47 -0.36 2.66
C 5.82 -1.45 4.41
C 5.14 -2.44 3.38
O 4.07 -1.62 2.78
H 5.06 -1.20 5.15
H 6.28 -0.63 3.89
H 6.66 -1.92 4.95
H 4.69 -3.27 3.90
H 5.71 -2.90 2.58
H 3.70 -2.04 1.97
C -5.00 0.91 -3.69
C -3.52 1.09 -3.50
O -2.97 0.25 -2.43
H -5.56 1.01 -2.81
H -5.15 -0.14 -3.99
H -5.37 1.61 -4.39
H -3.29 2.09 -3.19
H -3.02 0.90 -4.46
H -2.12 -0.04 -2.81

=====

## 3
90
Properties=species:S:1:pos:R:3 method="wB97M-V/def2-TZVPD" smiles=CCO.CCO.CCO.CCO.CCO.CCO.CCO.CCO.CCO.CCO total_charge=0
C -0.47 0.14 1.28
C -0.19 1.06 0.15
O 0.88 0.60 -0.64
H 0.37 -0.12 1.93
H -0.94 -0.75 0.87
H -1.22 0.43 2.02
H 0.17 2.05 0.42
H -1.11 1.09 -0.42
H 1.69 1.03 -0.38
C -3.96 -4.52 -0.79
C -2.51 -4.55 -0.28
O -2.06 -3.25 -0.21
H -4.40 -3.66 -0.29
H -4.60 -5.33 -0.43
H -4.09 -4.44 -1.87
H -1.86 -4.92 -1.07
H -2.34 -5.16 0.61
H -1.12 -3.39 -0.16
C 4.32 2.50 -2.09
C 5.32 3.61 -2.22
O 6.13 3.70 -1.13
H 3.62 2.59 -1.26
H 4.78 1.52 -2.23
H 3.61 2.41 -2.92
H 4.77 4.53 -2.45
H 5.99 3.42 -3.06
H 6.84 4.32 -1.31
C -3.66 0.11 -3.66
C -3.56 -0.62 -2.35
O -2.80 -1.81 -2.36
H -2.79 0.07 -4.31
H -3.91 1.12 -3.33
H -4.56 -0.25 -4.16
H -4.54 -0.60 -1.87
H -2.99 0.01 -1.68
H -2.66 -2.17 -1.48
C 4.05 -0.40 1.19
C 3.71 0.23 2.53
O 3.13 1.46 2.31
H 4.59 -1.35 1.18
H 4.71 0.26 0.62
H 3.14 -0.72 0.68
H 4.61 0.33 3.13
H 2.97 -0.45 2.94
H 3.77 2.16 2.15
C -5.50 -1.75 1.42
C -4.13 -1.09 1.64
O -3.15 -2.05 1.84
H -6.34 -1.11 1.70
H -5.54 -2.62 2.07
H -5.56 -2.22 0.43
H -4.28 -0.53 2.57
H -3.91 -0.48 0.77
H -2.78 -2.37 1.02
C -0.17 -3.74 2.73
C -0.52 -2.75 3.84
O -1.88 -2.80 4.23
H -0.57 -3.33 1.80
H -0.56 -4.75 2.86
H 0.88 -3.83 2.45
H -0.20 -1.74 3.61
H -0.05 -2.93 4.80
H -2.37 -2.57 3.43
C 0.20 2.49 -2.98
C -0.45 3.77 -2.93
O 0.27 4.72 -3.61
H -0.48 1.73 -2.60
H 1.17 2.41 -2.49
H 0.35 2.22 -4.03
H -0.66 4.07 -1.90
H -1.44 3.65 -3.36
H -0.36 5.31 -4.03
C 0.79 5.90 2.72
C 1.46 4.64 2.17
O 0.75 3.52 2.69
H 1.31 6.82 2.47
H 0.65 5.96 3.80
H -0.25 5.88 2.40
H 2.52 4.60 2.42
H 1.35 4.54 1.09
H 1.17 2.72 2.37
C 2.39 -2.55 -2.01
C 1.91 -3.18 -0.72
O 0.65 -2.63 -0.37
H 3.48 -2.60 -2.04
H 2.12 -1.49 -2.03
H 1.94 -3.14 -2.81
H 2.54 -3.04 0.16
H 1.74 -4.26 -0.83
H 0.74 -1.67 -0.37

=====

Most stable structure - 2; separation to the second - 0.0058 hartree.